Entry 1:
The following is a quantum chemistry calculation of the ion C3H7ClN5 with charge +1 at a distorted geometry, from the OMol25 dataset.

**F_max**: 4.04 eV/Å
**2S+1**: 1
**Charge**: +1
**Energy above the lowest of the compared OMol25 structures with the same formula, charge and spin**: 755.4 kJ/mol
**LUMO (alpha / beta)**: -5.97 / -5.22 eV
**Gap between HOMO and LUMO (alpha / beta)**: 6.2 / 8.1 eV

Atoms and positions in Å:
C -1.248744 0.612815 -0.680673
C -0.826069 -0.109356 -1.655568
C -0.901834 0.369516 0.779209
N 0.160368 -0.169864 1.239572
N 1.023319 -1.646400 -0.444335
N -1.881387 0.950139 1.475894
N 1.922558 0.403365 -0.368957
N 1.273017 -0.572432 0.431444
Cl -0.779468 -0.991618 -2.972805
H -1.606552 1.591381 -1.013483
H 0.925055 -2.524950 -0.033365
H -2.764066 1.334132 1.025857
H -1.844499 1.078685 2.469905
H 2.842330 0.649947 -0.106043
H 1.794231 -0.076257 -1.275599
H 1.911741 -0.899103 1.128947

Cartesian forces, eV/Å:
1.4 0.3 -0.8
0.4 -2.1 0.8
0.1 0.9 -2.1
-0.8 0.7 1.7
-0.8 2.6 -3.0
-1.8 0.7 0.4
-2.6 0.2 -1.4
0.3 -1.5 0.0
0.0 0.3 -0.6
-0.4 -0.1 0.5
-0.6 -1.4 1.9
2.0 -1.0 0.7
0.2 -0.2 0.3
1.0 -0.2 0.5
1.0 0.9 0.3
0.5 0.0 0.8

Entry 2:
The following is a quantum chemistry calculation of an isolated molecule of C5H7NO at a distorted geometry, from the OMol25 dataset.

**F_max**: 1.00 eV/Å
**2S+1**: 1
**Energy above the lowest of the compared OMol25 structures with the same formula, charge and spin**: 175.6 kJ/mol
**LUMO**: 0.84 eV
**Gap between HOMO and LUMO**: 12.0 eV

Atoms and positions in Å:
C -1.737916 -0.634080 0.200092
C -0.226861 -0.871367 0.249057
C 0.652392 0.257080 -0.285976
C 0.017670 1.224505 -1.185524
N -0.511210 1.994925 -1.865496
C 1.853077 0.727197 0.425420
O 1.958251 -0.118067 -0.705121
H -2.074244 0.079331 0.961626
H -2.249851 -1.585976 0.371858
H -2.072066 -0.257268 -0.770283
H 0.056752 -1.060139 1.290302
H 0.039354 -1.763667 -0.333651
H 2.179109 1.757209 0.276005
H 2.115539 0.250312 1.371685

Cartesian forces, eV/Å:
-0.1 0.0 0.0
0.0 0.0 0.0
-0.2 0.0 0.0
-0.5 0.5 -0.4
0.5 -0.7 0.6
0.1 0.2 0.2
0.0 -0.1 -0.1
0.1 -0.1 -0.1
0.0 0.2 0.1
0.1 -0.1 0.1
0.1 -0.1 -0.2
-0.1 0.2 0.1
0.0 -0.2 0.1
-0.1 0.2 -0.2

Entry 3:
The following is a quantum chemistry calculation of a structure of composition C26H34ClMnO2 at a distorted geometry, from the OMol25 dataset.

**F_max**: 2.61 eV/Å
**2S+1**: 5
**Energy above the lowest of the compared OMol25 structures with the same formula, charge and spin**: 0.0 kJ/mol
**LUMO (alpha / beta)**: 0.68 / -0.86 eV
**Gap between HOMO and LUMO (alpha / beta)**: 6.5 / 6.5 eV

Atoms and positions in Å:
O 0.814444 -0.900126 -3.890821
C 0.518393 -2.356567 -3.861872
C 0.727465 -2.586019 -5.345412
H -0.520893 -2.555531 -3.556220
H 1.225766 -2.897021 -3.214924
C 0.959033 -1.064040 -5.348145
H -0.169228 -2.936991 -5.853014
H 1.604522 -3.191875 -5.575359
C -0.069449 -0.288398 -6.150922
H -1.099303 -0.548553 -5.888632
H 0.074801 -0.494363 -7.221257
H 0.094091 0.783934 -6.000318
C 2.343240 -0.665131 -5.802230
H 3.107164 -1.199389 -5.232752
H 2.442219 0.415705 -5.667221
H 2.482342 -0.887208 -6.867792
Mn 1.051515 1.828224 0.773875
C 2.318874 2.082697 2.464286
C 1.206259 1.212585 2.786831
C 1.278503 0.064446 1.944599
H 0.470673 1.335941 3.595752
C 2.437043 0.209157 1.089154
C 3.081668 1.449689 1.414625
H 4.021151 1.807873 0.980038
H 2.596207 2.999854 2.982390
H 0.627594 -0.819506 2.016066
H 2.790600 -0.538912 0.372673
C 0.066629 3.471831 1.692390
C 0.881894 3.927665 0.587416
C 0.333665 3.358660 -0.616675
H 1.715338 4.627885 0.641257
C -0.754109 2.492250 -0.253592
C -0.916666 2.556390 1.176533
H -1.711197 2.083235 1.742280
H 0.114141 3.836717 2.714603
H 0.636209 3.588468 -1.640820
H -1.401811 1.946165 -0.929063
O -1.819746 -1.584229 -1.487463
C -0.548470 -0.871490 -1.394721
C 0.585947 -1.772507 -0.891266
H -0.687626 0.014548 -0.748896
H -0.299738 -0.545478 -2.413270
C -0.114467 -3.133786 -0.755867
H 0.959396 -1.384552 0.056932
H 1.417900 -1.789996 -1.605398
C -1.624890 -2.840496 -0.802531
H 0.230517 -3.692979 0.117215
H 0.133547 -3.714451 -1.651846
H -2.055228 -2.760692 0.208157
H -2.173065 -3.617271 -1.351093
Cl -0.355737 -1.847971 4.903683
C -1.346946 -0.535215 5.349674
C -1.427412 -0.132030 6.675497
C -2.136833 1.031771 7.016620
C -2.820892 1.746488 6.025916
C -2.782919 1.341308 4.699179
C -2.087104 0.142764 4.301170
C -2.141390 -0.313340 2.990995
H -0.930552 -0.727168 7.435730
H -2.150296 1.350406 8.058975
H -3.396246 2.633664 6.298495
H -3.301739 1.919626 3.928583
H -2.742003 0.226454 2.261890
H -1.762792 -1.293117 2.715912

Cartesian forces, eV/Å:
0.0 -2.0 -1.7
-0.2 -0.2 0.9
0.0 0.6 0.6
0.4 0.2 0.2
-0.3 0.3 -0.2
0.3 0.4 -1.3
0.2 0.0 -0.2
-0.1 0.1 -0.2
0.0 0.2 0.0
0.1 0.1 0.1
0.0 0.0 0.3
-0.2 -0.1 0.0
0.1 0.2 0.0
0.0 0.2 0.0
0.3 -0.1 0.1
-0.1 0.0 0.2
0.3 -0.6 -1.8
0.4 -1.9 1.3
1.9 -0.3 1.5
0.3 0.0 -0.1
0.4 0.1 -0.7
0.3 -0.2 0.6
-0.5 -0.3 0.3
-0.6 0.0 0.2
-0.3 -0.2 -0.4
0.3 0.7 -0.1
-0.2 0.6 0.3
-1.5 1.2 -1.1
-0.9 -0.1 0.1
-1.0 -0.2 0.1
-0.3 -0.3 0.0
0.3 1.2 0.1
0.2 1.2 -0.3
0.3 0.0 -0.1
0.2 -0.4 -0.3
0.1 -0.3 0.5
0.3 0.1 0.1
1.5 -0.8 0.6
-0.3 1.0 -0.7
-0.8 0.0 0.4
0.1 -0.5 -0.2
-0.4 0.3 0.7
0.2 -0.1 -0.6
-0.2 -0.4 -0.3
-0.2 0.0 0.3
-0.2 0.3 0.3
-0.3 0.0 0.0
0.0 -0.2 0.3
0.1 -0.1 -0.1
0.1 0.2 0.2
0.3 -0.6 0.0
-1.0 1.0 -0.2
0.0 0.2 -0.4
0.0 -0.5 -0.1
0.0 0.2 -0.3
0.2 -0.4 0.2
0.2 0.5 0.9
-0.4 -0.2 -0.2
0.1 0.2 -0.1
-0.1 -0.1 -0.3
0.2 -0.2 -0.1
0.1 -0.3 0.3
0.2 -0.2 0.1
0.1 0.3 0.0

Q: What is the energy above the lowest of the compared OMol25 structures with the same formula, charge and spin in the first record?
A: 755.4 kJ/mol